No. 1
DFT (ωB97M-V/def2-TZVPD) results for a molecular structure, C26H31CoN6O4PSSe in a non-equilibrium geometry.

```
71
Properties=species:S:1:pos:R:3:forces:R:3:lowdin_spin:R:1
Co -0.024773 -0.790093 1.305317 -3.25 1.26 -1.69 2.710
Se 0.062587 -4.213511 8.028019 -0.57 1.45 -2.78 0.000
N -1.298762 -3.364223 7.000316 1.17 -0.59 0.89 0.000
C -0.770933 -2.937066 5.900989 1.50 -0.61 0.30 0.000
C -1.538041 -2.254432 4.844809 1.61 -0.34 0.61 0.001
C -2.882887 -1.953778 4.947339 -0.43 0.66 -1.23 0.004
C -3.470332 -1.446106 3.778324 -0.47 -0.15 0.53 0.002
C -2.722452 -1.283141 2.614950 0.62 0.01 -0.70 0.011
N -1.362293 -1.395680 2.574421 -2.36 -0.84 2.37 0.041
C -0.794364 -1.895930 3.718701 -0.67 -0.17 -1.13 0.006
C 0.624524 -2.184012 3.543749 0.41 0.76 -0.35 0.011
N 1.161342 -1.697122 2.374785 3.46 -2.55 3.31 0.068
C 2.490597 -1.951322 2.230264 -0.54 0.13 -0.20 0.016
C 3.275280 -2.689411 3.118042 0.56 -0.13 -0.41 0.002
C 2.725237 -3.163912 4.293577 -0.22 0.38 -0.97 0.009
C 1.383759 -2.847137 4.490646 -0.39 -0.20 0.57 0.002
C 0.707796 -3.233309 5.705481 -2.07 -0.38 1.56 0.001
N 1.279847 -3.877774 6.680964 -0.77 0.07 0.46 -0.001
H -3.425193 -2.127590 5.873342 0.03 -0.02 -0.22 0.000
H -4.539187 -1.189106 3.770257 0.54 -0.33 -0.12 0.000
H -3.177297 -1.113001 1.620203 0.24 0.12 1.21 0.001
H 2.926879 -1.531182 1.330811 0.21 -0.34 0.33 0.001
H 4.315693 -2.906658 2.834288 -0.56 0.24 0.25 0.000
H 3.239244 -3.771954 5.023418 0.18 0.09 0.03 0.000
C -4.199741 1.408945 1.015192 0.19 -0.93 -0.66 0.002
S -2.853192 1.060980 -0.193886 -0.16 0.71 -0.14 0.021
C -3.729085 0.278817 -1.581957 -0.52 0.37 0.54 0.002
O -1.951897 -0.046691 0.345542 0.67 0.04 -0.27 0.056
H -4.803411 2.210374 0.600491 0.05 0.16 -0.16 0.000
H -3.751444 1.723978 1.948160 0.22 0.08 0.10 0.000
H -4.830834 0.525489 1.158414 0.15 0.13 -0.02 0.000
H -4.796054 0.290121 -1.364699 -0.06 0.02 -0.15 0.000
H -3.398254 -0.751816 -1.618117 0.14 -0.13 -0.05 0.000
H -3.531454 0.822855 -2.508488 0.09 -0.11 0.19 0.000
C -0.866284 4.577189 -3.764085 0.24 -0.18 0.23 0.012
C -1.476992 3.605816 -2.763942 0.30 0.21 -0.59 0.006
O -1.115162 2.207396 -3.197021 1.00 -0.47 2.55 0.277
P 0.000439 1.365264 -2.260423 0.76 0.47 -5.81 0.362
O 1.367664 2.189451 -2.400715 -1.54 -1.08 0.80 0.083
C 2.144477 2.087659 -3.682937 0.37 0.58 -0.75 0.018
C 3.227752 3.154800 -3.632897 -0.44 -0.46 0.42 0.006
O 0.232051 0.103888 -3.341459 -0.46 1.25 2.74 0.157
C -0.697667 -1.043839 -3.399897 -0.18 -0.26 -0.95 0.003
C -1.672044 -0.826824 -4.567970 0.71 -0.05 0.20 0.004
H -1.298811 5.573696 -3.644249 -0.15 -0.18 0.02 0.002
H -1.036442 4.232536 -4.783552 -0.06 0.10 0.00 0.000
H 0.204238 4.685700 -3.584741 0.00 -0.10 -0.11 0.000
H -2.557948 3.646358 -2.791953 -0.15 -0.17 0.10 0.000
H -1.106305 3.788031 -1.753654 -0.10 -0.11 -0.04 0.003
H 1.442138 2.226129 -4.518961 0.09 0.07 0.38 0.003
H 2.527646 1.080663 -3.741864 0.17 -0.23 0.12 0.000
H 2.767921 4.138316 -3.610280 0.13 0.14 -0.04 0.000
H 3.912730 3.083570 -4.479456 -0.25 -0.09 -0.10 0.003
H 3.820202 3.015433 -2.729143 0.06 0.13 0.05 0.001
H -1.192942 -1.154424 -2.439652 -0.09 0.04 0.18 0.002
H -0.063757 -1.929855 -3.581225 -0.23 0.48 0.16 0.000
H -2.132244 0.157991 -4.502360 -0.11 -0.07 0.00 0.000
H -2.437794 -1.602872 -4.616508 0.08 0.03 0.18 0.001
H -1.097937 -0.877290 -5.496739 -0.16 0.08 0.04 0.000
N 4.947880 2.900941 0.321663 -1.73 -2.51 -0.41 -0.002
C 4.286610 1.948498 0.134039 2.21 3.45 0.62 0.000
C 3.480692 0.840338 -0.192830 -0.27 -0.81 -0.28 0.000
C 3.941500 -0.089131 -1.141737 -0.27 -0.41 0.50 0.008
C 3.117167 -1.181889 -1.404665 0.06 -0.27 -0.61 0.001
C 1.861655 -1.257722 -0.818756 0.00 0.50 0.30 0.013
N 1.423796 -0.370661 0.110026 1.84 1.45 -1.64 0.048
C 2.253133 0.667217 0.435865 -0.38 -0.71 -0.76 0.014
H 4.940181 0.025332 -1.575958 -0.45 -0.07 0.06 0.000
H 3.408304 -1.997775 -2.085739 -0.05 0.63 0.32 0.000
H 1.178400 -2.055800 -1.084530 0.06 -0.09 0.12 0.002
H 1.924851 1.380275 1.184642 -0.04 -0.13 0.01 0.001
```
Forces are in eV/Å.

The charge is +3. As for the HOMO energy (alpha / beta): -15.81 / -15.81 eV. Its HOMO-LUMO gap (alpha / beta) is 7.01 / 3.33 eV. The multiplicity is 5. The LUMO energy (alpha / beta) is -8.80 / -12.48 eV. The molar mass comes out at 692.506 g/mol. As for the total energy: -6161.6007 Ha.

No. 2
DFT (ωB97M-V/def2-TZVPD) results for a molecular structure, C20H26AuClO8Si in a non-equilibrium geometry.

```
57
Properties=species:S:1:pos:R:3:forces:R:3:nbo_charge:R:1
Au 0.119894 0.216474 0.022122 0.20 -0.04 -0.62 0.754
C -3.224635 -2.528554 -0.446989 0.15 -0.13 0.01 -0.723
C -2.272427 -2.487200 0.701624 -0.78 0.90 0.18 0.680
C -2.094270 -3.704106 1.531244 0.14 0.00 -0.09 -0.733
O -1.877622 -1.366432 1.049699 -1.33 -1.25 -0.84 -0.579
C 0.602995 -3.739141 -0.889743 -0.22 0.34 -0.01 1.020
O 0.128782 -4.794026 -0.961833 0.03 -0.28 0.00 -0.525
O 1.012466 -2.660795 -0.804759 0.22 -0.12 -0.01 -0.493
H -4.216992 -2.429119 0.008061 -0.01 -0.01 -0.15 0.261
H -3.190646 -3.470392 -0.989546 -0.01 -0.03 0.01 0.239
H -3.050868 -1.682605 -1.105604 -0.04 0.04 -0.03 0.266
H -3.024670 -3.735958 2.113072 0.13 -0.19 0.06 0.267
H -1.253857 -3.626660 2.207189 0.12 0.06 0.16 0.249
H -2.025099 -4.610960 0.936125 -0.06 0.00 -0.04 0.253
H -0.894129 -1.089530 1.722475 1.61 0.42 1.10 0.514
O 1.102903 2.390878 -3.203599 -0.04 -0.21 -0.08 -0.802
Cl 0.063040 2.202044 -2.251811 -0.03 0.45 -0.24 2.538
O -0.168535 0.715483 -2.084707 0.20 -0.10 0.70 -0.919
O -1.163548 2.787030 -2.676889 -0.02 -0.13 -0.03 -0.806
O 0.455834 2.699688 -0.960104 0.04 0.18 0.16 -0.865
C -0.151864 -2.112043 4.836992 -0.03 0.04 0.06 -0.601
C 1.089418 -1.236775 4.656861 0.04 -0.01 -0.14 -0.522
C 1.414172 -0.594469 6.010092 0.06 0.11 -0.04 -0.609
C 2.246155 -2.133090 4.194295 -0.02 0.01 -0.02 -0.607
Si 0.695302 0.079176 3.343535 0.12 0.26 0.54 2.012
O 0.126750 -0.670665 1.969162 -0.30 -0.09 -0.29 -1.225
C -0.635724 1.217239 4.025708 -0.10 -0.03 -0.19 -0.551
C -0.295738 2.282766 4.863232 0.08 -0.03 -0.01 -0.122
C -1.263814 3.126032 5.386395 -0.03 0.01 0.01 -0.234
C -2.601616 2.926405 5.073226 0.01 -0.01 0.00 -0.203
C -2.964039 1.882286 4.235304 0.01 0.03 0.03 -0.205
C -1.987742 1.040693 3.721039 0.03 -0.06 -0.03 -0.201
C 2.164349 1.145351 2.884894 -0.12 0.00 -0.19 -0.476
C 1.972242 2.059466 1.840274 0.07 -0.01 0.14 -0.217
C 2.988715 2.901624 1.418862 -0.02 0.05 -0.06 -0.195
C 4.222913 2.863156 2.050849 0.01 -0.02 0.02 -0.198
C 4.431925 1.981528 3.100910 -0.02 0.01 -0.01 -0.222
C 3.412256 1.132111 3.509506 0.03 -0.05 0.01 -0.208
H 0.022801 -2.867894 5.609609 0.01 0.00 0.00 0.209
H -0.371265 -2.635358 3.910785 -0.15 -0.14 -0.14 0.187
H -1.029532 -1.530509 5.131110 0.00 0.00 -0.02 0.217
H 1.657440 -1.370401 6.743092 -0.01 -0.03 -0.01 0.206
H 0.563986 -0.027750 6.394450 0.00 0.00 0.00 0.219
H 2.266216 0.085494 5.957612 0.00 0.00 0.03 0.209
H 2.414789 -2.934012 4.921900 -0.01 -0.01 0.00 0.203
H 3.181574 -1.585642 4.083708 0.00 -0.01 0.00 0.214
H 2.025141 -2.596155 3.228621 0.00 -0.01 0.01 0.208
H 0.747556 2.465596 5.100005 0.00 0.01 -0.01 0.206
H -0.974993 3.946943 6.030249 0.00 0.00 0.00 0.214
H -3.358183 3.589406 5.472759 0.00 0.00 0.00 0.214
H -4.004356 1.730886 3.976891 0.00 -0.01 -0.01 0.210
H -2.291088 0.240030 3.054653 -0.01 0.00 0.00 0.198
H 1.009807 2.128672 1.343428 0.02 0.11 0.06 0.218
H 2.810762 3.586215 0.599566 -0.02 -0.02 -0.01 0.230
H 5.019177 3.521366 1.727764 0.00 0.00 0.00 0.214
H 5.391527 1.950726 3.601104 0.00 0.00 0.01 0.212
H 3.608492 0.451065 4.326758 0.01 0.01 0.00 0.200
```
Forces are in eV/Å.

As for the HOMO energy: -9.08 eV. As for the relative energy (zero: lowest compared OMol25 entry of this formula, charge and spin): 0.000 eV. Its HOMO-LUMO gap is 8.35 eV. The LUMO energy is -0.73 eV. The molar mass comes out at 654.926 g/mol. As for the total energy: -2264.8050 Ha.

No. 3
DFT (ωB97M-V/def2-TZVPD) results for C13H12N2 in the gas phase in a non-equilibrium geometry.

```
27
Properties=species:S:1:pos:R:3:forces:R:3:nbo_charge:R:1
C -0.250443 2.780516 -0.733937 0.03 -1.00 0.28 0.287
C 3.685496 -0.210230 0.484958 1.08 -0.42 0.02 -0.222
C 3.069484 -0.640715 -0.681378 -0.05 0.97 -0.26 -0.192
C 2.927584 0.452688 1.483791 2.10 -0.06 0.46 -0.203
C 1.717292 -0.335362 -0.806311 0.43 0.30 2.88 -0.231
C 1.584001 0.653507 1.399608 -0.25 -0.76 -1.06 -0.195
C 0.926989 0.214843 0.250208 0.74 0.22 -0.71 -0.016
C -3.240051 -0.163099 0.677710 1.24 1.46 1.87 -0.290
C -2.579859 -1.041650 -0.107602 -1.68 2.51 1.07 -0.128
C -2.380810 0.834531 1.449141 -0.35 0.38 -0.19 0.098
C -1.166633 -0.892981 -0.525521 -0.89 0.83 -1.78 -0.442
C -0.559787 0.425428 0.043817 0.60 -0.56 -2.62 0.065
C -0.795800 1.456767 -1.101010 -0.77 2.48 -0.05 -0.515
N 0.424305 3.687534 -0.585946 0.32 1.19 0.26 -0.334
N -1.183449 1.068938 1.141909 0.84 -0.10 1.11 -0.419
H 4.770024 -0.492123 0.452022 -0.94 0.88 1.06 0.220
H 3.678893 -1.040186 -1.555196 -1.03 0.36 1.39 0.219
H 3.289673 0.926289 2.416427 0.84 -0.80 -0.78 0.218
H 1.320825 -0.636827 -1.688073 -1.80 -0.65 -2.55 0.197
H 1.187577 1.111738 2.279488 -1.05 0.26 -0.13 0.236
H -4.305779 -0.053172 0.969890 0.72 -0.99 -0.70 0.229
H -3.267378 -1.712335 -0.486646 -0.61 -1.98 -1.37 0.211
H -2.656477 1.501323 2.314592 -0.78 -1.13 -0.87 0.206
H -0.637759 -1.757458 -0.213123 0.82 -0.83 0.10 0.238
H -1.137716 -0.829167 -1.728784 -0.01 -0.40 2.70 0.233
H -1.932115 1.638447 -1.139746 1.60 -0.71 -0.74 0.257
H -0.216719 1.439348 -2.070693 -1.16 -1.44 0.62 0.274
```
Forces are in eV/Å.

As for the HOMO energy: -9.07 eV. As for the relative energy (zero: lowest compared OMol25 entry of this formula, charge and spin): 1.173 eV. Its HOMO-LUMO gap is 9.34 eV. The LUMO energy is 0.26 eV. The molar mass comes out at 196.253 g/mol. As for the total energy: -611.9760 Ha.

No. 4
DFT (ωB97M-V/def2-TZVPD) results for a molecular structure, C4H8O2 in a non-equilibrium geometry.

```
14
Properties=species:S:1:pos:R:3:forces:R:3:nbo_charge:R:1
C 1.879561 0.056654 0.814060 0.40 -0.15 0.29 -0.250
O 1.024602 1.070744 0.355416 0.17 0.46 0.51 -0.735
C -0.780215 0.381706 -1.056817 -0.67 0.03 -0.36 -0.266
C -0.984464 -1.043157 -0.647290 0.10 -0.35 -0.28 -0.093
O -1.915514 -0.584072 0.378787 -0.12 -0.02 0.08 -0.511
C -1.680072 0.698981 -0.125159 -0.61 0.07 -0.77 0.031
H 1.361276 -0.857507 1.141973 0.03 0.30 -0.05 0.161
H 2.557652 -0.215170 -0.006322 -0.14 0.07 0.19 0.175
H 2.478673 0.440445 1.643636 0.13 -0.25 0.08 0.169
H -0.179908 0.874939 -1.801425 -0.17 0.01 0.11 0.238
H -0.174400 -1.649216 -0.228486 -0.12 0.24 -0.09 0.192
H -1.513016 -1.587898 -1.430084 -0.10 -0.24 0.19 0.200
H 0.126754 1.011549 0.734792 1.04 -0.07 -0.10 0.484
H -2.255666 1.562500 0.176713 0.04 -0.08 0.21 0.205
```
Forces are in eV/Å.

As for the HOMO energy: -8.59 eV. As for the relative energy (zero: lowest compared OMol25 entry of this formula, charge and spin): 3.966 eV. Its HOMO-LUMO gap is 9.58 eV. The LUMO energy is 0.99 eV. The molar mass comes out at 88.106 g/mol. As for the total energy: -307.5667 Ha.

No. 5
DFT (ωB97M-V/def2-TZVPD) results for C3H3NO2S2 in the gas phase in a non-equilibrium geometry.

```
11
Properties=species:S:1:pos:R:3:forces:R:3:nbo_charge:R:1
C -1.413984 0.477847 -1.111314 -3.01 -3.75 1.43 0.438
C 1.082881 1.891853 -0.039523 2.00 3.87 0.00 0.273
C 0.184059 -1.647856 0.457795 -1.37 1.54 -1.81 -0.447
N -0.084037 -0.336919 0.878751 -1.15 4.27 1.13 -0.800
O -2.256615 -0.341212 -1.105154 1.70 1.21 -0.12 -0.434
O 1.665152 2.932278 -0.106689 -1.32 -2.11 -0.59 -0.482
S -0.607774 1.751734 -1.426365 1.74 2.14 -0.61 0.213
S 1.004486 0.810023 1.268988 -1.15 -2.78 -0.34 0.632
H 0.231815 -2.157092 1.364434 0.73 -2.05 1.01 0.206
H -0.877636 -1.834333 0.014006 2.20 -0.81 -0.03 0.220
H 1.071654 -1.546324 -0.194929 -0.39 -1.54 -0.08 0.180
```
Forces are in eV/Å.

As for the HOMO energy (alpha / beta): -8.55 / -8.55 eV. As for the relative energy (zero: lowest compared OMol25 entry of this formula, charge and spin): 3.744 eV. Its HOMO-LUMO gap (alpha / beta) is 7.41 / 7.41 eV. The LUMO energy (alpha / beta) is -1.13 / -1.13 eV. The molar mass comes out at 149.196 g/mol. As for the total energy: -1117.5885 Ha.

No. 6
DFT (ωB97M-V/def2-TZVPD) results for C3H5N5 in the gas phase in a non-equilibrium geometry.

```
13
Properties=species:S:1:pos:R:3:forces:R:3:nbo_charge:R:1
C -2.561863 -0.699680 -0.384973 2.30 2.05 2.09 -0.133
C 0.051757 1.345150 0.083678 -0.67 0.98 -1.24 0.291
C 1.455364 -0.186694 -0.043822 -0.61 -2.51 -1.04 0.509
H -3.555636 -0.546297 -0.600899 -2.06 0.56 -0.48 0.186
H -2.197393 -1.667451 -0.455710 1.04 -1.73 -0.37 0.166
H -0.553863 2.214767 -0.123120 0.23 0.34 0.45 0.219
H 2.643266 -1.659454 0.234396 -0.24 0.19 -0.63 0.337
H 0.221285 -1.657693 0.784843 -0.53 0.47 0.52 0.392
N -1.923313 0.288279 0.152827 -2.23 -0.31 -1.31 -0.220
N -0.629752 0.253077 0.481589 -1.59 -2.12 1.44 -0.115
N 1.225230 1.117874 -0.315006 0.63 1.91 0.04 -0.462
N 2.578333 -0.713622 -0.157203 1.39 -0.92 1.10 -0.666
N 0.145330 -0.865111 0.156534 2.33 1.09 -0.59 -0.504
```
Forces are in eV/Å.

As for the HOMO energy: -8.85 eV. As for the relative energy (zero: lowest compared OMol25 entry of this formula, charge and spin): 3.508 eV. Its HOMO-LUMO gap is 9.56 eV. The LUMO energy is 0.71 eV. The molar mass comes out at 111.108 g/mol. As for the total energy: -390.9895 Ha.

Q: Among the records above, which one has the lowest molar mass?
A: C4H8O2